# C16H37NO10S

A cluster of 4 separate species, C16H37NO10S in total in a non-equilibrium geometry (ωB97M-V/def2-TZVPD, the Open Molecules 2025 dataset).

Properties
HOMO level   -9.3804 eV
SMILES   NC[C@@H]1OC(=O)O[C@]1(O)S.COCCOC.COCCOC.COCCOC
M   435.54 g mol⁻¹
Gap between HOMO and LUMO   9.58 eV

Geometry (Å):
1 N -1.55516 -0.52252 6.63647
2 C -2.70930 -1.17837 5.96486
3 C -2.33288 -2.35691 4.93668
4 O -2.20743 -3.63960 5.64923
5 C -0.83440 -3.59069 6.12649
6 O -0.40723 -4.16782 7.15784
7 O 0.00422 -2.73562 5.29488
8 C -0.90282 -2.38476 4.22425
9 O -0.99574 -3.62437 3.42358
10 S -0.44397 -1.07535 2.99276
11 H -0.82177 -0.22485 5.98095
12 H -1.17339 -1.10139 7.40471
13 H -3.33243 -1.67439 6.80839
14 H -3.43279 -0.43591 5.45870
15 H -3.10783 -2.35263 4.09857
16 H -0.81117 -3.43917 2.47760
17 H 0.31361 -1.66433 1.96267
18 C -2.62767 4.04520 -1.32272
19 O -1.61923 4.45516 -0.40935
20 C -1.76557 3.83906 0.86892
21 C -0.75671 2.71159 1.05955
22 O -1.04287 1.61034 0.19682
23 C -0.16726 1.56303 -0.92165
24 H -2.36008 4.41293 -2.31458
25 H -2.71229 2.95593 -1.36691
26 H -3.58908 4.48106 -1.03482
27 H -2.78902 3.47748 1.01597
28 H -1.57126 4.61299 1.61816
29 H -0.83568 2.33903 2.08592
30 H 0.26699 3.07169 0.91042
31 H 0.83599 1.26834 -0.59630
32 H -0.12190 2.52378 -1.43909
33 H -0.54230 0.81083 -1.61774
34 C -0.21043 5.67443 -5.90369
35 O 0.79664 6.08317 -4.98855
36 C 0.64964 5.46626 -3.71089
37 C 1.65856 4.33914 -3.52115
38 O 1.37290 3.23876 -4.38429
39 C 2.24709 3.19039 -5.50350
40 H 0.05913 6.04365 -6.89443
41 H -0.29489 4.58511 -5.94930
42 H -1.17273 6.10966 -5.61732
43 H -0.37383 5.10469 -3.56433
44 H 0.84340 6.23969 -2.96117
45 H 1.57959 3.96569 -2.49516
46 H 2.68213 4.69941 -3.67001
47 H 3.25057 2.89549 -5.17998
48 H 2.29201 4.15081 -6.02182
49 H 1.87005 2.43765 -6.19802
50 C 1.79578 -4.87976 1.50778
51 O 0.83025 -4.72130 0.47517
52 C 1.36569 -4.06013 -0.67066
53 C 1.65168 -5.04812 -1.79630
54 O 2.73132 -5.91730 -1.45932
55 C 2.28348 -7.21181 -1.08015
56 H 1.37480 -5.53506 2.27164
57 H 2.71779 -5.33128 1.13196
58 H 2.01599 -3.90893 1.96276
59 H 2.26511 -3.49082 -0.41160
60 H 0.60501 -3.35056 -1.01229
61 H 1.96070 -4.48864 -2.68487
62 H 0.75341 -5.61938 -2.05395
63 H 1.90360 -7.74615 -1.95685
64 H 1.50845 -7.16155 -0.31207
65 H 3.13555 -7.76297 -0.67883

Atomic forces in eV per Å
N -0.614 -0.404 -0.234
C -0.279 -0.713 0.478
C -0.309 1.129 -0.761
O 3.209 1.810 0.764
C 1.000 -1.461 2.984
O -2.085 2.652 -5.129
O -2.808 -1.148 0.644
C -0.306 -2.546 -1.749
O 0.336 1.167 -0.160
S 0.086 0.590 0.559
H -0.433 -0.361 0.583
H -0.213 0.547 -0.967
H 0.952 0.706 -1.520
H 1.459 -0.954 0.619
H 0.952 -0.716 1.311
H -0.185 -0.167 0.904
H -0.730 -0.192 1.538
C 0.119 0.100 0.000
O -0.217 -0.326 -0.005
C 0.552 0.209 -0.087
C -0.569 -0.227 0.053
O 0.269 0.269 -0.101
C -0.125 -0.162 0.053
H 0.035 0.045 0.112
H -0.027 0.030 0.034
H -0.078 -0.081 -0.049
H 0.090 -0.071 -0.052
H -0.013 -0.041 0.035
H 0.011 0.050 0.019
H -0.090 0.045 -0.069
H 0.079 0.075 -0.091
H 0.032 0.004 0.011
H -0.030 0.034 0.117
C 0.150 0.112 -0.004
O -0.251 -0.342 -0.005
C 0.562 0.234 -0.075
C -0.553 -0.216 0.047
O 0.229 0.270 -0.130
C -0.116 -0.154 0.061
H 0.041 0.049 0.117
H -0.033 0.024 0.040
H -0.083 -0.080 -0.041
H 0.093 -0.068 -0.039
H -0.031 -0.054 0.043
H 0.010 0.070 0.024
H -0.095 0.046 -0.068
H 0.057 0.064 -0.087
H 0.035 0.024 0.035
H -0.029 0.015 0.133
C -0.112 -0.133 0.060
O 0.285 0.152 0.045
C -0.474 -0.298 -0.150
C 0.536 0.229 0.132
O -0.403 -0.063 0.117
C 0.182 0.025 -0.048
H -0.081 0.105 -0.084
H -0.017 0.085 -0.025
H 0.142 -0.015 0.064
H 0.017 -0.128 -0.027
H 0.026 0.014 -0.057
H -0.054 0.032 0.010
H 0.017 0.043 0.120
H -0.079 -0.059 0.065
H -0.041 0.004 -0.032
H -0.002 0.118 -0.081

# C16H38FN2O3P

A cluster of 3 separate species, C16H38FN2O3P in total in a non-equilibrium geometry (ωB97M-V/def2-TZVPD, the Open Molecules 2025 dataset).

Properties
HOMO level   -8.6598 eV
SMILES   CC[C@H](C)P(CC)CC(=O)F.COC[C@@H](C)N.COC[C@@H](C)N
M   356.46 g mol⁻¹
Gap between HOMO and LUMO   9.35 eV

Geometry (Å):
1 C -3.85087 -1.43253 -6.27077
2 C -2.52254 -2.00526 -5.77331
3 C -1.79019 -1.05493 -4.79842
4 C -0.27468 -1.10796 -4.99636
5 P -2.43449 -1.36780 -3.08712
6 C -1.65300 0.00787 -2.14709
7 C -2.04175 0.00470 -0.66026
8 C -1.47249 -2.86350 -2.47543
9 C -0.01218 -2.76621 -2.20110
10 O 0.90456 -3.22907 -2.75032
11 F 0.18660 -1.98519 -1.08933
12 H -4.51667 -1.23559 -5.42419
13 H -3.69310 -0.49954 -6.82122
14 H -4.35779 -2.13358 -6.94099
15 H -1.86398 -2.24055 -6.61666
16 H -2.73664 -2.95682 -5.26500
17 H -2.12483 -0.02447 -4.99437
18 H -0.01110 -0.69962 -5.97887
19 H 0.26766 -0.52451 -4.24540
20 H 0.09132 -2.13746 -4.96871
21 H -2.00967 0.91525 -2.65107
22 H -0.56140 -0.01571 -2.22551
23 H -1.35637 -0.62993 -0.09010
24 H -3.06152 -0.36172 -0.49954
25 H -1.97295 1.00635 -0.22800
26 H -1.65581 -3.69026 -3.16629
27 H -1.95631 -3.08803 -1.51844
28 C 0.53774 2.42511 1.56984
29 O -0.74748 1.92243 1.88923
30 C -0.77712 0.93945 2.90707
31 C -0.79981 1.49778 4.33349
32 C 0.54646 2.03846 4.80093
33 N -1.82428 2.52462 4.52989
34 H 1.30477 1.65231 1.67447
35 H 0.80840 3.28230 2.19212
36 H 0.50589 2.75462 0.53013
37 H -1.70125 0.37737 2.74211
38 H 0.06492 0.24486 2.77997
39 H -1.06186 0.65396 4.98097
40 H 0.76524 3.00490 4.34489
41 H 0.53400 2.18449 5.88064
42 H 1.35754 1.35119 4.55176
43 H -2.74273 2.13683 4.33978
44 H -1.68939 3.24775 3.82873
45 C 1.40522 -0.51209 1.24662
46 O 1.49136 -0.05079 2.58414
47 C 2.66930 -0.40378 3.28481
48 C 3.84767 0.55163 3.06556
49 C 4.52619 0.39591 1.70969
50 N 3.48490 1.95663 3.26026
51 H 1.85045 -1.50502 1.13884
52 H 1.88833 0.17087 0.54355
53 H 0.34621 -0.57378 0.99594
54 H 2.39853 -0.37769 4.34363
55 H 2.95658 -1.43466 3.03925
56 H 4.58363 0.30027 3.83665
57 H 3.92496 0.83430 0.91217
58 H 5.48561 0.91167 1.71321
59 H 4.69902 -0.65453 1.46900
60 H 3.14679 2.09938 4.20676
61 H 2.69442 2.16931 2.65773

Atomic forces in eV per Å
C 0.065 -0.113 -0.017
C -0.182 0.075 0.090
C 0.119 -0.138 -0.094
C 0.034 0.035 -0.021
P 0.103 0.109 0.005
C 0.023 -0.034 0.185
C 0.017 0.109 0.070
C -0.191 -0.100 0.077
C -1.321 0.685 0.480
O 1.179 -0.585 -0.666
F 0.292 -0.131 0.046
H 0.056 0.050 -0.119
H -0.028 -0.065 0.096
H 0.048 0.078 0.090
H -0.085 0.055 0.059
H 0.161 0.042 -0.139
H -0.011 -0.143 -0.010
H -0.047 -0.043 0.101
H -0.044 -0.100 -0.082
H -0.015 0.083 0.068
H 0.050 -0.079 0.132
H -0.139 0.156 -0.132
H -0.315 0.076 -0.133
H 0.082 0.065 -0.060
H 0.010 -0.111 -0.028
H 0.040 0.086 0.093
H 0.021 -0.084 -0.139
C -0.100 0.106 -0.280
O 0.108 0.465 -0.224
C -0.848 -0.561 0.255
C -0.140 0.029 -0.218
C -0.015 -0.068 0.136
N -0.040 0.101 0.083
H -0.405 0.685 -0.133
H -0.019 0.074 0.020
H -0.015 0.066 0.000
H -0.248 0.199 0.022
H -1.925 0.782 0.738
H 0.017 -0.029 -0.009
H 0.004 0.018 -0.025
H -0.026 0.053 0.028
H -0.332 0.152 0.104
H 0.031 -0.022 0.023
H 0.009 -0.009 0.016
C 0.150 -0.469 -0.300
O 2.877 -1.356 -0.445
C 0.459 -0.275 0.168
C 0.053 0.130 -0.045
C 0.009 -0.040 -0.007
N 0.071 -0.099 0.045
H -0.033 0.051 0.045
H 0.002 -0.116 -0.005
H 0.103 0.046 0.027
H -0.019 -0.058 -0.038
H 0.004 0.042 0.031
H -0.018 -0.053 0.001
H -0.016 0.005 -0.002
H -0.027 0.024 0.006
H -0.001 -0.004 -0.010
H 0.163 0.061 -0.103
H 0.244 0.094 0.142

# C16H38N2O12P3

A cluster of 3 separate species, C16H38N2O12P3 in total in a non-equilibrium geometry (ωB97M-V/def2-TZVPD, the Open Molecules 2025 dataset).

Properties
HOMO level   -4.8889 eV
Total charge   -1
M   543.40 g mol⁻¹
Gap between HOMO and LUMO   5.01 eV

Geometry (Å):
1 N 2.71589 2.15974 3.51252
2 P 2.08716 1.84460 1.91443
3 O 1.56068 3.38743 1.32123
4 N 0.68213 0.81060 1.94014
5 C 1.19114 -0.58132 1.82786
6 C 2.02865 -1.08334 3.06650
7 O 2.99697 -1.77414 2.81890
8 C -0.19227 1.01367 3.12632
9 C -1.10224 -0.22547 3.46832
10 O -2.10696 -0.45971 2.76195
11 O -0.78519 -1.01930 4.44771
12 H 3.71533 2.34832 3.50023
13 H 2.47747 1.42679 4.18243
14 H 0.81197 3.13561 0.74067
15 H 1.91569 -0.58118 0.96531
16 H 0.39534 -1.31998 1.52885
17 H 1.77523 -0.83919 4.13432
18 H 0.33443 1.30231 4.07072
19 H -0.89386 1.86254 2.88595
20 O -3.51282 -5.57144 0.23616
21 P -2.57617 -5.82074 1.39831
22 O -1.76300 -4.39776 1.40060
23 C -2.45293 -3.21835 1.83023
24 C -2.72650 -3.24265 3.31967
25 O -1.46872 -6.75479 0.59926
26 C -1.78830 -7.37200 -0.63956
27 C -1.40429 -6.48147 -1.80673
28 O -1.75275 -6.27585 2.81545
29 C -2.52882 -6.87327 3.85501
30 C -3.38085 -8.03038 3.36579
31 H -3.38271 -3.09838 1.26548
32 H -1.81487 -2.36950 1.59475
33 H -3.50992 -3.98030 3.55524
34 H -3.07035 -2.27100 3.66508
35 H -1.83282 -3.52032 3.87932
36 H -2.84378 -7.64914 -0.67522
37 H -1.21723 -8.30366 -0.69441
38 H -1.80080 -5.47130 -1.70022
39 H -1.76690 -6.90140 -2.74844
40 H -0.31695 -6.38594 -1.86568
41 H -3.15554 -6.10903 4.32312
42 H -1.82771 -7.23028 4.61146
43 H -4.15563 -7.68692 2.67092
44 H -3.87902 -8.52055 4.20509
45 H -2.76906 -8.76268 2.83668
46 O 0.97007 4.16889 -2.47420
47 P 1.61177 5.16354 -3.43039
48 O 0.81803 6.48331 -2.82013
49 C 1.20613 6.98427 -1.54909
50 C 2.57309 7.64433 -1.59309
51 O 0.61197 4.87865 -4.71231
52 C -0.10216 3.65086 -4.82869
53 C -1.47486 3.75635 -4.19141
54 O 2.40019 6.27149 -4.46041
55 C 3.80901 6.10116 -4.63885
56 C 4.18748 4.68323 -5.02365
57 H 1.18721 6.18166 -0.80569
58 H 0.45714 7.72201 -1.25581
59 H 3.36081 6.89233 -1.70821
60 H 2.77027 8.19088 -0.66896
61 H 2.64911 8.33347 -2.43668
62 H 0.47408 2.82491 -4.40835
63 H -0.21578 3.44259 -5.89604
64 H -1.42717 4.14483 -3.17365
65 H -1.96558 2.78108 -4.16930
66 H -2.10218 4.44740 -4.76072
67 H 4.32896 6.39941 -3.72376
68 H 4.11608 6.78879 -5.42897
69 H 3.97330 3.98022 -4.21030
70 H 5.25419 4.61902 -5.24732
71 H 3.61965 4.35639 -5.89571

Atomic forces in eV per Å
N -1.301 0.011 -0.103
P 1.645 0.298 -2.244
O -0.809 -1.745 1.173
N 0.763 0.452 1.885
C 0.614 -0.233 -0.396
C 0.145 -0.550 -1.149
O -0.394 0.273 0.540
C -1.608 0.588 0.637
C -0.418 -2.608 1.400
O 0.536 1.441 -0.519
O 0.645 2.294 -1.445
H -0.376 -0.316 -0.170
H 0.117 0.448 -0.082
H 0.395 0.400 0.181
H -0.572 -0.102 0.946
H 0.439 0.869 0.735
H -0.269 0.067 -0.838
H -0.089 -0.338 -0.789
H 0.677 -0.785 0.203
O -2.446 -1.190 2.966
P 7.160 2.453 -4.384
O -0.742 -0.676 0.262
C -0.040 0.477 0.300
C -0.330 -0.443 0.122
O -0.587 -0.694 0.588
C 0.016 0.143 -0.282
C 0.168 0.116 -0.126
O -3.545 -0.445 0.264
C 0.006 -0.169 0.393
C 0.054 -0.042 -0.101
H 0.052 -0.054 -0.066
H 0.009 -0.132 0.012
H -0.053 -0.115 -0.069
H 0.160 -0.021 -0.090
H 0.010 0.192 -0.056
H 0.014 0.166 -0.038
H 0.071 0.062 0.164
H -0.172 -0.124 0.089
H 0.026 -0.010 0.017
H -0.050 -0.062 0.000
H 0.028 -0.012 0.081
H 0.106 0.110 -0.101
H -0.036 0.028 0.029
H -0.005 0.027 -0.052
H 0.019 -0.011 0.063
O 4.258 -0.882 0.215
P -8.691 3.194 -1.742
O 0.581 0.169 0.427
C -0.056 0.120 0.143
C 0.141 -0.049 -0.035
O 1.278 -0.520 -0.370
C -0.365 -0.205 0.134
C -0.193 0.149 0.000
O 2.705 -2.163 1.481
C 0.325 0.069 -0.288
C -0.107 -0.013 -0.055
H -0.004 0.007 0.002
H -0.072 -0.072 -0.129
H 0.038 0.016 0.058
H 0.005 -0.064 -0.004
H -0.085 -0.001 0.061
H -0.074 0.096 0.127
H 0.110 0.182 -0.009
H 0.166 -0.151 -0.002
H 0.022 0.028 -0.014
H 0.039 -0.072 -0.029
H 0.073 0.051 -0.040
H -0.164 0.062 0.036
H 0.042 -0.003 0.056
H -0.050 -0.037 0.044
H 0.044 0.048 -0.023